No. 1
The following is a DFT calculation (ωB97M-V with the def2-TZVPD basis set) of a cluster of 2 separate species, C4H10N2O2 in total.

Cartesian coordinates (Å):
1 C 1.459 -0.743 1.908
2 C 1.920 -1.578 0.756
3 N 2.489 -2.781 1.082
4 O 1.812 -1.228 -0.394
5 H 0.720 -0.030 1.613
6 H 2.297 -0.200 2.348
7 H 0.998 -1.363 2.684
8 H 2.873 -3.357 0.358
9 H 2.571 -3.055 2.029
10 C -2.607 0.943 -0.856
11 C -1.314 1.593 -1.253
12 N -1.403 2.616 -2.160
13 O -0.262 1.264 -0.752
14 H -3.511 1.363 -1.277
15 H -2.645 0.999 0.233
16 H -2.581 -0.114 -1.092
17 H -0.546 2.939 -2.574
18 H -2.269 2.733 -2.655

Summary:
**Structure (SMILES)**: CC(N)=O.CC(N)=O
**Net charge**: 0
**Spin multiplicity**: 1
**DFT total energy**: -418.44050 Eh
**Energy relative to the best compared isomer or geometry (same formula, charge and spin)**: 12.8 kcal/mol
**LUMO energy**: 1.0 eV

***

No. 2
The following is a DFT calculation (ωB97M-V with the def2-TZVPD basis set) of a cluster of 2 separate species, C3H3NO2 in total in a non-equilibrium geometry.

Cartesian coordinates (Å):
1 C -1.765 -0.262 0.031
2 C -0.285 0.386 -1.354
3 C 1.110 -0.337 0.588
4 N 0.652 0.244 -0.623
5 O -2.148 0.575 0.724
6 O -1.124 0.668 -2.115
7 H 0.723 0.477 1.267
8 H 0.611 -1.220 0.800
9 H 2.226 -0.531 0.682

Summary:
**Net charge**: 0
**Spin multiplicity**: 1
**DFT total energy**: -321.30154 Eh
**Energy relative to the best compared isomer or geometry (same formula, charge and spin)**: 47.8 kcal/mol
**LUMO energy**: 0.9 eV

***

no.,HOMO energy (eV)
1,-9.316
2,-10.374